Entry 1:
{"formula": "C24H17F12N4O2PbSbSe4", "method": "wB97M-V/def2-TZVPD", "elements": ["Pb", "C", "C", "C", "C", "C", "N", "C", "C", "C", "C", "C", "C", "C", "C", "O", "C", "F", "F", "F", "C", "F", "F", "F", "C", "C", "C", "O", "C", "F", "F", "F", "C", "F", "F", "F", "H", "H", "H", "H", "H", "H", "H", "H", "H", "H", "H", "H", "Se", "Sb", "Se", "Se", "Se", "N", "C", "C", "N", "C", "C", "N", "H", "H", "H", "H", "H"], "coordinates": [[-0.365711, -1.902413, -0.873913], [3.448249, 3.680714, -3.716825], [2.487537, 2.812812, -2.944968], [1.124874, 3.087776, -2.907566], [0.263945, 2.261653, -2.222213], [0.700229, 1.120353, -1.515550], [-0.253323, 0.366152, -0.848183], [-1.254731, 1.069426, -0.183397], [-0.846598, 2.111762, 0.677756], [-1.722529, 2.810749, 1.474285], [-3.082922, 2.510358, 1.460712], [-4.063219, 3.227322, 2.353912], [-3.503218, 1.516273, 0.595533], [-2.640186, 0.788984, -0.233489], [-3.237515, -0.234259, -1.229056], [-2.402133, -1.185549, -1.673001], [-3.759127, 0.560977, -2.463165], [-4.570678, 1.600778, -2.156226], [-2.729667, 1.073625, -3.149652], [-4.453552, -0.219079, -3.312268], [-4.457870, -0.990566, -0.587753], [-4.141548, -1.412632, 0.650955], [-4.791411, -2.073114, -1.293980], [-5.605621, -0.267686, -0.469142], [2.084159, 0.829246, -1.559253], [2.927741, 1.687450, -2.268632], [2.652849, -0.379079, -0.783333], [1.900200, -1.496859, -0.825270], [4.065257, -0.801789, -1.313492], [4.041443, -0.971979, -2.645683], [5.065190, 0.081677, -1.047771], [4.463226, -1.959110, -0.783023], [2.850167, 0.068559, 0.705169], [3.540675, -0.831839, 1.428114], [3.505866, 1.245473, 0.828776], [1.670156, 0.225421, 1.322955], [3.151672, 4.731050, -3.677810], [3.493071, 3.392840, -4.771135], [4.458796, 3.600538, -3.313197], [0.729920, 3.953139, -3.431654], [-0.795760, 2.478416, -2.217798], [0.212348, 2.331910, 0.719774], [-1.344995, 3.588610, 2.130983], [-3.665448, 4.190206, 2.678759], [-4.289987, 2.645326, 3.251308], [-5.007317, 3.409260, 1.837202], [-4.563445, 1.312304, 0.551610], [3.989730, 1.489535, -2.286798], [3.550538, -8.396875, -1.236174], [2.283627, -6.875487, 0.079716], [0.266284, -7.442628, 1.204080], [3.731982, -5.220905, 1.508735], [2.507086, -4.412497, -0.388303], [1.553345, -3.550990, 4.017845], [0.689041, -2.602901, 3.547607], [0.271142, -2.627341, 2.201465], [-0.582788, -1.744343, 1.732658], [-1.075997, -0.824254, 2.577409], [-0.660119, -0.814593, 3.888436], [0.223309, -1.685954, 4.386090], [2.116989, -4.061919, 3.344737], [2.002876, -3.323090, 4.888921], [0.667397, -3.378688, 1.523818], [-1.779450, -0.103453, 2.185416], [-1.044041, -0.068793, 4.574965]], "forces_ev_per_a": [[0.00, 0.16, -0.21], [-0.03, -0.02, 0.02], [0.04, 0.01, -0.02], [-0.01, 0.00, 0.01], [0.02, 0.03, -0.01], [0.04, -0.02, 0.03], [-0.11, -0.03, -0.02], [-0.03, 0.01, -0.02], [0.01, 0.01, 0.02], [0.01, 0.00, 0.00], [-0.03, 0.01, 0.01], [0.02, -0.02, -0.02], [0.05, -0.02, -0.02], [-0.01, 0.00, -0.01], [-0.01, 0.04, 0.03], [-0.05, -0.15, 0.06], [0.03, 0.00, 0.02], [-0.03, 0.03, 0.00], [0.01, 0.02, -0.01], [0.00, 0.00, -0.01], [0.05, 0.03, -0.01], [-0.01, -0.03, 0.02], [-0.02, -0.02, 0.00], [-0.03, 0.01, 0.01], [0.01, -0.06, 0.02], [-0.01, -0.02, 0.02], [0.09, 0.21, 0.15], [-0.03, 0.04, -0.07], [-0.05, -0.02, 0.03], [0.01, 0.00, -0.06], [0.04, 0.04, -0.01], [0.01, -0.01, -0.01], [-0.03, -0.01, -0.04], [0.01, -0.03, 0.02], [0.01, 0.01, 0.01], [0.01, 0.02, 0.00], [0.00, 0.01, 0.00], [0.00, 0.00, -0.01], [0.01, 0.00, 0.00], [0.00, 0.00, 0.00], [-0.02, 0.00, 0.00], [0.01, 0.00, 0.00], [0.01, 0.00, 0.00], [0.00, 0.01, 0.00], [0.00, 0.00, 0.01], [-0.01, 0.00, 0.00], [-0.01, 0.00, 0.00], [-0.02, 0.00, 0.00], [0.12, -0.06, -0.10], [0.10, 0.22, 0.32], [-0.14, -0.05, 0.07], [0.02, -0.24, 0.04], [-0.07, -0.07, -0.27], [0.04, 0.07, -0.04], [0.04, -0.08, 0.07], [0.00, -0.05, -0.04], [0.02, -0.04, 0.03], [0.02, -0.01, -0.02], [0.01, -0.01, 0.01], [-0.02, 0.04, 0.02], [-0.08, 0.00, 0.03], [-0.02, -0.01, -0.02], [0.01, 0.02, -0.03], [-0.01, 0.00, 0.00], [0.00, 0.01, 0.00]], "mulliken_charge": [1.23, -1.76, 0.57, -0.99, 0.28, 0.00, 0.12, 0.30, -0.01, -1.29, 0.61, -1.58, -0.72, -0.75, 1.74, -1.12, 0.41, -0.29, -0.22, -0.29, 0.28, -0.23, -0.28, -0.30, -0.71, -0.70, 1.99, -0.84, 0.22, -0.27, -0.30, -0.21, 0.28, -0.30, -0.36, -0.02, 0.39, 0.30, 0.38, 0.37, 0.36, 0.48, 0.30, 0.39, 0.27, 0.37, 0.55, 0.40, -0.63, 0.63, -0.63, -0.51, 0.08, -0.38, 0.40, 0.05, -0.04, -0.06, -0.66, -0.70, 0.09, 0.25, 0.29, 0.37, 0.39], "gap_ev": 6.4, "charge": -2, "total_energy_ev": -341007.0869, "de_lowest_ev": 0.000, "e_lumo_ev": 3.884}

Entry 2:
{"formula": "C6H15FO3Zn", "method": "wB97M-V/def2-TZVPD", "elements": ["Zn", "C", "C", "O", "H", "H", "H", "H", "H", "C", "C", "O", "H", "H", "H", "H", "H", "C", "C", "O", "H", "H", "H", "H", "H", "F"], "coordinates": [[0.903760, -1.594871, -0.301499], [-0.405209, 0.875703, 2.543810], [0.814927, 0.542211, 1.695593], [1.070091, -0.793052, 1.499601], [-0.589170, 1.958771, 2.597593], [-0.285260, 0.471164, 3.554431], [-1.334887, 0.512617, 2.092829], [1.714654, 1.024669, 2.128465], [0.671579, 1.104240, 0.746755], [2.334868, 1.864492, -2.109224], [1.261004, 0.784606, -2.329518], [1.649269, -0.427495, -1.792511], [2.624813, 1.995546, -1.063110], [2.007259, 2.876646, -2.416898], [3.250702, 1.681102, -2.678962], [1.135541, 0.612413, -3.417706], [0.302680, 1.134361, -1.904692], [-2.828070, -1.564219, 0.796165], [-1.969319, -1.321660, -0.455934], [-1.027358, -2.291328, -0.727563], [-3.513147, -0.705522, 0.895007], [-2.226281, -1.591824, 1.705475], [-3.466848, -2.453270, 0.766085], [-1.502630, -0.332619, -0.284026], [-2.625414, -1.179161, -1.335721], [2.032445, -3.183531, -0.204443]], "forces_ev_per_a": [[0.05, -0.65, -0.35], [-0.43, 0.17, 0.19], [0.50, -0.06, -0.91], [-0.62, 0.37, 0.15], [0.41, 0.10, 0.19], [-0.20, -0.02, -0.02], [0.24, -0.45, 0.06], [-0.05, 0.23, 0.36], [0.00, -0.07, -0.11], [0.01, 0.96, -0.20], [0.59, -1.23, 0.60], [-0.15, 0.20, 0.37], [-0.16, -0.46, 0.09], [-0.21, -0.18, -0.16], [-0.03, -0.34, 0.03], [-0.24, 0.60, -0.15], [-0.07, 0.23, -0.18], [-0.51, 0.44, -0.01], [0.78, -0.52, -0.05], [0.24, 0.56, 0.43], [-0.03, 0.00, 0.09], [0.19, -0.15, -0.12], [0.25, -0.18, -0.22], [-0.06, 0.23, -0.02], [-0.40, 0.08, 0.01], [-0.09, 0.13, -0.09]], "mulliken_charge": [0.75, -0.92, 0.10, -0.70, 0.39, 0.23, 0.08, 0.27, -0.06, -1.14, -0.25, -0.65, 0.28, 0.32, 0.32, 0.29, 0.16, -1.18, 0.24, -0.83, 0.29, 0.25, 0.37, -0.08, 0.26, -0.80], "gap_ev": 6.9, "charge": -2, "total_energy_ev": -63742.8803, "de_lowest_ev": 0.000, "e_lumo_ev": 6.113}

Entry 3:
{"formula": "C15H35AsCl6F6N3O4", "method": "wB97M-V/def2-TZVPD", "elements": ["As", "F", "F", "F", "F", "F", "F", "Cl", "C", "C", "Cl", "H", "H", "H", "H", "Cl", "C", "C", "Cl", "H", "H", "H", "H", "Cl", "C", "C", "Cl", "H", "H", "H", "H", "C", "C", "C", "O", "H", "H", "H", "H", "H", "H", "H", "H", "O", "C", "N", "C", "H", "H", "H", "H", "H", "O", "C", "N", "C", "H", "H", "H", "H", "H", "O", "C", "N", "C", "H", "H", "H", "H", "H"], "coordinates": [[-0.723843, 1.382778, -0.627647], [-1.939095, 1.334391, 0.600639], [0.631138, 1.998917, 0.528443], [0.410711, 1.472876, -1.923860], [-1.919175, 0.751413, -1.859124], [-1.160621, 3.094212, -0.911793], [-0.177188, -0.289074, -0.204447], [3.647325, 6.699304, -3.819899], [4.164945, 5.111841, -4.527244], [4.843225, 4.308755, -3.398232], [6.534294, 4.869309, -3.137411], [4.863896, 5.338678, -5.332301], [3.349415, 4.567826, -5.003750], [4.923176, 3.263544, -3.696946], [4.440503, 4.345033, -2.386008], [-5.797343, 2.393038, 8.309188], [-5.145301, 1.346894, 6.964426], [-3.654967, 1.421890, 6.886057], [-2.899932, 0.596068, 8.186011], [-5.446207, 1.747212, 5.996286], [-5.423421, 0.306689, 7.133871], [-3.412370, 2.469325, 7.065298], [-3.230148, 1.021074, 5.965740], [-4.981623, -5.263707, -0.945682], [-5.128614, -5.061628, 0.778469], [-4.767542, -3.693458, 1.191576], [-4.666255, -3.676753, 2.954516], [-4.493792, -5.858683, 1.165519], [-6.141123, -5.330432, 1.079604], [-5.584754, -2.986324, 1.049356], [-3.815019, -3.318582, 0.817050], [4.837372, -1.277269, 0.214345], [4.699090, -2.790661, 0.513390], [4.503583, -3.135937, 2.002490], [3.525617, -3.232206, -0.238419], [3.902402, -0.754570, 0.416111], [5.022707, -1.327349, -0.858620], [5.654933, -0.826807, 0.777178], [5.605762, -3.251352, 0.121150], [4.579879, -4.188297, 2.276036], [3.480285, -2.914907, 2.305960], [5.082828, -2.436086, 2.604808], [2.788943, -2.622278, -0.155395], [2.248876, -2.364807, -7.135600], [2.385685, -2.948894, -6.006921], [2.247382, -2.356104, -4.835793], [2.897232, -4.464276, -5.941670], [2.677967, -2.765098, -4.018832], [1.779335, -1.461995, -4.795944], [3.983926, -4.479548, -5.858196], [2.829115, -4.915221, -6.931673], [2.370106, -5.108554, -5.238001], [3.169284, 0.160934, 6.741825], [3.114853, 0.878066, 5.762296], [2.008101, 0.962132, 4.987076], [4.359781, 1.550257, 5.246360], [2.058154, 1.580925, 4.190396], [1.170175, 0.459668, 5.243017], [5.110734, 0.793149, 5.020596], [4.768342, 2.377962, 5.826085], [4.183743, 2.031775, 4.284467], [-8.428748, 3.582096, -3.184157], [-7.453423, 2.943152, -3.559348], [-6.775975, 2.265498, -2.649480], [-7.133908, 2.874201, -5.031420], [-7.119928, 2.262524, -1.699851], [-5.964359, 1.767424, -2.986062], [-7.728896, 3.684628, -5.452485], [-7.655431, 2.073694, -5.556104], [-6.085819, 3.011709, -5.297318]], "forces_ev_per_a": [[0.86, 0.41, 0.15], [0.36, -0.19, -0.01], [-1.95, -0.86, -1.25], [0.21, -0.14, 0.04], [1.08, 0.65, 1.54], [0.19, -1.43, 0.07], [-0.68, 1.47, -0.49], [-0.13, -0.45, -0.55], [0.45, 0.20, 1.02], [0.44, -0.29, -0.59], [0.07, 0.06, -0.16], [0.16, 0.00, 0.29], [-0.34, 0.21, 0.54], [-0.02, 0.04, -0.01], [-0.66, 0.23, -0.52], [0.24, -0.63, -0.75], [0.14, -0.02, -0.27], [0.05, 1.31, 0.12], [0.91, -1.14, 1.48], [-0.81, -0.10, 0.27], [-0.52, 0.28, -0.07], [0.34, 0.03, -0.69], [-0.35, 0.26, -0.11], [-0.15, 0.07, -1.35], [-0.23, -1.58, 0.24], [-0.10, 1.13, 0.65], [0.28, -0.11, 1.10], [0.21, 0.47, 0.43], [-0.03, 0.24, -0.06], [0.28, -0.05, -0.80], [-0.24, -0.14, -0.21], [0.03, -1.33, 0.11], [-1.74, 0.91, 0.63], [-0.65, 0.71, -0.24], [1.34, -0.93, -0.22], [0.04, 0.08, 0.04], [0.13, 0.85, -0.01], [0.05, 0.09, -0.21], [-0.36, -0.48, -0.22], [0.70, 0.06, -0.18], [-0.26, 0.28, -0.31], [0.49, -0.52, 0.23], [0.16, 0.35, 0.34], [-0.07, -1.82, 3.57], [1.08, -0.72, -4.48], [-0.30, 0.39, 0.93], [-0.20, 1.27, -1.10], [-0.48, 0.15, 0.00], [0.35, 0.02, 0.15], [0.04, 0.17, 0.88], [-0.68, 0.26, -0.11], [0.25, 0.29, 0.23], [-0.17, 0.05, 0.49], [0.33, -0.92, 0.23], [0.38, 0.68, -0.26], [0.07, 0.84, -1.34], [-0.56, -0.33, 0.06], [0.19, 0.20, -0.12], [0.04, 0.00, 0.49], [-0.08, -0.50, 0.62], [-0.23, -0.04, -0.23], [-0.34, 0.39, -0.35], [-2.07, 0.72, 0.06], [1.65, -1.09, -0.40], [-0.57, 0.83, -0.41], [0.38, -0.03, -0.22], [-0.01, -0.18, 0.83], [0.46, 0.53, 0.12], [0.64, -0.78, 0.43], [-0.08, -0.39, -0.03]], "mulliken_charge": [2.03, -0.46, -0.56, -0.46, -0.54, -0.50, -0.51, -0.20, -0.37, -0.43, -0.20, 0.30, 0.32, 0.27, 0.32, -0.19, -0.35, -0.48, -0.19, 0.28, 0.32, 0.30, 0.31, -0.20, -0.40, -0.38, -0.21, 0.29, 0.31, 0.25, 0.35, -1.20, 0.41, -1.20, -0.55, 0.35, 0.29, 0.36, 0.27, 0.32, 0.30, 0.33, 0.33, -0.64, 0.64, -0.28, -1.02, 0.18, 0.21, 0.29, 0.31, 0.32, -0.62, 0.66, -0.35, -0.89, 0.20, 0.20, 0.22, 0.27, 0.31, -0.65, 0.64, -0.36, -0.95, 0.22, 0.20, 0.29, 0.28, 0.33], "gap_ev": 10.0, "charge": -1, "total_energy_ev": -181067.9231, "e_lumo_ev": 1.988}